DFT (ωB97M-V/def2-TZVPD) results for a 2-piece molecular cluster, C4H7NO2 overall.

ORCA input file:
```
! RIJCOSX wB97M-V def2-TZVPD def2/J DEFGRID3
* xyz 0 1
O -1.0303 -1.5222 -1.6997
N -1.5736 -0.7053 -0.9743
C -0.7295 0.0155 -0.1044
C 0.5842 0.2992 0.0364
C 0.3596 1.0772 1.3005
C -1.1663 0.9141 1.0255
H 1.4769 0.1115 -0.5394
H 0.6963 0.5332 2.1908
H 0.7684 2.0910 1.3254
H -1.7862 0.4889 1.8178
H -1.6119 1.8418 0.6567
O 1.7077 -1.8646 -1.3534
H 0.7406 -1.8532 -1.4819
H 2.0296 -1.2924 -2.0591
*
```

Its structure (SMILES) is O=NC1=CCC1.O. The relative energy (zero: lowest compared OMol25 entry of this formula, charge and spin) is 112.48 kcal/mol. The HOMO energy (alpha / beta) is -9.5 / -9.5 eV. As for the gap between HOMO and LUMO (alpha / beta): 8.41 / 8.41 eV. The total energy is -9842.4020 eV.

=====

DFT (ωB97M-V/def2-TZVPD) results for a 7-piece molecular cluster, H14O6S2 overall at a distorted geometry.

ORCA input file:
```
! RIJCOSX wB97M-V def2-TZVPD def2/J DEFGRID3
* xyz 0 1
S -2.9012 0.7653 0.5238
S -2.1093 1.3184 2.3261
H -3.3478 1.9125 -0.0199
H -1.2847 2.2717 1.9042
O 2.3418 1.6149 -2.1996
H 3.1177 2.0197 -1.7958
H 2.7065 0.9563 -2.7986
O 0.4092 2.0735 0.1642
H -0.4189 2.3908 -0.2141
H 0.8319 1.7052 -0.6246
O -3.3548 -2.6604 1.3439
H -3.0072 -2.2767 2.1603
H -2.6472 -2.3784 0.7491
O 0.2877 -1.3150 -1.5515
H -0.1085 -1.1169 -2.4000
H -0.0021 -2.1667 -1.1858
O 0.4422 -3.9933 -0.9010
H 0.6870 -3.6619 -0.0280
H 1.1692 -3.6770 -1.4529
O 2.6568 2.0689 1.7836
H 2.7372 1.7206 2.6691
H 1.7946 2.4285 1.5476
*
```

Its structure (SMILES) is SS.O.O.O.O.O.O. The relative energy (zero: lowest compared OMol25 entry of this formula, charge and spin) is 31.95 kcal/mol. The HOMO energy is -9.0 eV. As for the gap between HOMO and LUMO: 9.22 eV. The total energy is -34182.2372 eV.

=====

DFT (ωB97M-V/def2-TZVPD) results for C28H33ClCoN2O2 as an isolated structure at a distorted geometry.

ORCA input file:
```
! RIJCOSX wB97M-V def2-TZVPD def2/J DEFGRID3
* xyz -1 5
Co -0.3502 0.0987 1.2283
Cl -0.4630 -1.3388 2.9493
N 0.6309 -1.9913 -0.3509
N -0.8121 1.9534 0.6521
C 1.5427 -2.5384 0.3992
C -0.0444 2.9925 0.9022
C 0.1035 -3.0310 -1.2452
C 0.7020 -4.3187 -0.6653
C 0.6055 -2.7878 -2.6583
C -1.4052 -3.0352 -1.2126
H 1.7028 -2.7696 -2.6752
H 0.2267 -1.8324 -3.0335
H 0.2565 -3.5975 -3.3073
H -1.7546 -3.2201 -0.1952
H -1.7710 -3.8310 -1.8715
H -1.8106 -2.0758 -1.5413
C -2.0245 2.4533 -0.0320
C -1.7078 3.9239 -0.2776
C -3.2403 2.3192 0.8678
C -2.2568 1.7114 -1.3330
H -1.3754 1.8197 -1.9753
H -3.1286 2.1501 -1.8331
H -2.4483 0.6532 -1.1254
H -3.0418 2.8085 1.8285
H -3.4724 1.2668 1.0283
H -4.0904 2.8108 0.3797
O -0.4362 4.1516 0.3945
H -2.4317 4.6176 0.1679
H -1.5664 4.1718 -1.3365
O 1.7051 -3.8613 0.2913
H 1.2114 -4.9512 -1.4025
H -0.0358 -4.9057 -0.1038
C 2.4542 -1.7913 1.3180
C 1.2428 2.9517 1.6261
C 1.9811 1.9112 0.8727
H 1.0307 2.6298 2.6553
H 1.7133 3.9334 1.6272
C 1.6063 0.5668 1.0931
C 2.5648 -0.4212 0.7477
H 0.8260 0.4139 2.0220
C 3.5359 -0.1263 -0.2138
C 3.6705 1.1883 -0.6689
C 4.4067 -1.1998 -0.8093
C 2.9149 2.2217 -0.1142
H 4.4024 1.4137 -1.4495
C 3.0613 3.6339 -0.6062
H 3.8229 3.6700 -1.3927
H 3.3565 4.3298 0.1908
H 2.1158 4.0022 -1.0326
H 4.9425 -1.7876 -0.0521
H 5.1508 -0.7348 -1.4687
H 3.8203 -1.9010 -1.4239
H 3.4095 -2.3188 1.3802
H 1.9651 -1.7684 2.2988
C -1.9922 -0.5573 0.7013
C -3.1512 -1.0252 0.5979
C -4.3429 -1.7245 0.9048
C -4.3038 -2.6382 1.9840
C -5.4734 -3.2454 2.4331
C -6.6939 -2.9589 1.8062
C -6.7372 -2.0897 0.7055
C -5.5687 -1.4868 0.2366
H -3.3396 -2.8194 2.4683
H -5.4294 -3.9332 3.2803
H -7.6139 -3.4159 2.1760
H -7.6910 -1.8780 0.2146
H -5.5816 -0.8144 -0.6253
*
```

The HOMO energy (alpha / beta) is -1.0 / -4.7 eV. As for the gap between HOMO and LUMO (alpha / beta): 3.81 / 7.48 eV. The total energy is -86794.0174 eV.

=====

DFT (ωB97M-V/def2-TZVPD) results for a 2-piece molecular cluster, C4H8N2 overall.

ORCA input file:
```
! RIJCOSX wB97M-V def2-TZVPD def2/J DEFGRID3
* xyz 0 1
C -0.3682 -1.5800 0.8681
N -1.6002 -1.0580 1.1382
C -0.9806 -0.5857 -0.1531
C -0.1175 0.4763 -0.2464
C 0.3912 1.5945 -1.0144
N 0.5123 1.4995 0.4697
H 1.0633 -1.7911 -0.4769
H 0.4520 -1.1982 1.5043
H -1.6755 -0.4078 1.9214
H -1.4429 -0.9809 -1.0485
H 1.3171 -1.1198 -0.7402
H -0.3198 2.3425 -1.3551
H 1.2976 1.5121 -1.6154
H 1.4711 1.2964 0.7484
*
```

The relative energy (zero: lowest compared OMol25 entry of this formula, charge and spin) is 167.89 kcal/mol. The HOMO energy (alpha / beta) is -7.6 / -7.4 eV. As for the gap between HOMO and LUMO (alpha / beta): 7.87 / 7.70 eV. The total energy is -7250.5950 eV.

=====

DFT (ωB97M-V/def2-TZVPD) results for a 2-piece molecular cluster, C9H14 overall at a distorted geometry.

ORCA input file:
```
! RIJCOSX wB97M-V def2-TZVPD def2/J DEFGRID3
* xyz 0 1
C 1.0315 2.0905 1.7052
C 0.7032 1.6330 0.3125
C 1.6579 0.8555 -0.3648
C 1.4409 0.3257 -1.6213
C 0.2768 0.6443 -2.3232
C -0.6538 1.4453 -1.6778
C -0.4222 1.9867 -0.4181
H 2.1042 2.0095 1.8889
H 0.6848 1.2959 2.3762
H 0.6150 3.0387 2.0390
H 2.5688 0.5578 0.1531
H 2.1803 -0.2593 -2.1454
H 0.0045 0.2570 -3.2995
H -1.6395 1.5822 -2.0930
H -1.1069 2.7085 0.0147
C -1.1066 -2.7450 -0.0506
C -1.2844 -2.2677 1.3879
H -2.0032 -3.2367 -0.4205
H -0.7274 -1.9401 -0.6649
H -0.3927 -3.5735 -0.1376
H -0.3310 -2.2200 1.9299
H -1.8960 -2.9188 2.0107
H -1.7042 -1.2693 1.3986
*
```

Its structure (SMILES) is Cc1ccccc1.CC. The relative energy (zero: lowest compared OMol25 entry of this formula, charge and spin) is 9.41 kcal/mol. The HOMO energy is -9.0 eV. As for the gap between HOMO and LUMO: 10.02 eV. The total energy is -9559.7735 eV.

=====

DFT (ωB97M-V/def2-TZVPD) results for C21H26N12PtS3 as an isolated structure.

ORCA input file:
```
! RIJCOSX wB97M-V def2-TZVPD def2/J DEFGRID3
* xyz 4 1
Pt 0.1576 -1.0453 1.7155
N -2.2260 0.7593 4.5882
C -2.2168 0.0249 3.4819
N -0.9637 -0.0235 3.0459
C -0.2535 0.6983 3.9650
N -0.9954 1.1944 4.9126
C 1.1844 0.8125 3.7761
C 2.0175 1.5391 4.6136
N 3.3211 1.6247 4.3862
C 3.7953 0.9726 3.3357
C 2.9758 0.2298 2.4915
N 1.6614 0.1493 2.7017
H -3.0126 0.9911 5.1827
H -3.0815 -0.4457 3.0446
H 1.6140 2.0496 5.4804
H 4.8606 1.0317 3.1487
H 3.3958 -0.3164 1.6619
C -2.9323 -5.1220 1.7550
N -1.4906 -5.0635 1.4929
C -0.6471 -6.1599 1.4545
C 0.5867 -5.7121 1.1952
N 0.5072 -4.3140 1.0723
C -0.7955 -3.9522 1.2600
S -1.5620 -2.4146 1.1521
C 1.5927 -3.4984 0.6704
C 2.8098 -4.0968 0.3659
C 3.7987 -3.3585 -0.2512
C 3.5475 -2.0299 -0.5716
C 2.3637 -1.4826 -0.1461
N 1.4077 -2.1753 0.5114
H -3.2084 -6.1633 1.8870
H -3.4796 -4.7089 0.9108
H -3.1601 -4.5666 2.6623
H -1.0051 -7.1622 1.6170
H 1.4925 -6.2718 1.0723
H 2.9879 -5.1367 0.5822
H 4.7431 -3.8242 -0.5005
H 4.2704 -1.4276 -1.1028
H 2.1431 -0.4351 -0.2989
S -0.2503 2.1643 -0.9528
C -1.0094 3.7290 -1.3142
N -2.2872 3.9755 -1.4738
C -2.5399 5.4313 -1.6301
C -1.1166 6.0286 -1.5223
N -0.2772 4.8166 -1.3498
H -3.0133 3.2778 -1.4187
H -3.1931 5.7712 -0.8299
H -3.0153 5.6311 -2.5870
H -0.9976 6.6883 -0.6663
H -0.8106 6.5553 -2.4230
H 0.7291 4.8332 -1.2712
S -1.2228 0.8188 -2.1863
C -0.8788 1.3884 -3.8375
N -1.8341 1.3967 -4.7347
C -1.3145 1.7516 -6.0779
C 0.1852 2.0070 -5.7942
N 0.2868 1.7196 -4.3402
H -2.8008 1.1767 -4.5414
H -1.8325 2.6334 -6.4473
H -1.4795 0.9276 -6.7681
H 0.4914 3.0296 -6.0002
H 0.8310 1.3244 -6.3414
H 1.1453 1.7543 -3.8142
*
```

The HOMO energy is -18.2 eV. As for the gap between HOMO and LUMO: 6.82 eV. The total energy is -75798.2714 eV.

=====

DFT (ωB97M-V/def2-TZVPD) results for one molecule with the formula C4H7N3 at a distorted geometry.

ORCA input file:
```
! RIJCOSX wB97M-V def2-TZVPD def2/J DEFGRID3
* xyz 0 1
C -2.1000 0.6823 0.1660
C -0.9945 -0.3259 -0.0619
C 0.4218 0.3023 -0.3635
C 1.5945 -0.2043 -0.9580
N 2.3999 -0.4400 0.1047
N 1.8435 -0.0614 1.2607
N 0.7272 0.4668 0.9647
H -3.0453 0.1771 0.3918
H -1.8657 1.3465 1.0081
H -2.2105 1.2824 -0.7356
H -0.9047 -0.9339 0.8714
H -1.1723 -1.0360 -0.8540
H 2.0124 -0.3580 -1.9554
H 3.2937 -0.8980 0.1610
*
```

Its structure (SMILES) is CCc1c[nH]nn1. The relative energy (zero: lowest compared OMol25 entry of this formula, charge and spin) is 64.24 kcal/mol. The HOMO energy is -9.0 eV. As for the gap between HOMO and LUMO: 9.86 eV. The total energy is -8728.8938 eV.

=====

DFT (ωB97M-V/def2-TZVPD) results for one molecule with the formula C3H4N2O2S at a distorted geometry.

ORCA input file:
```
! RIJCOSX wB97M-V def2-TZVPD def2/J DEFGRID3
* xyz 0 1
N -1.9612 0.8933 0.7921
S -1.6068 -0.4473 0.1849
O -2.1906 -0.9361 -1.0398
C 0.1522 -0.3575 0.0568
C 0.9911 0.7450 -0.6145
C 2.2377 0.2907 -0.3755
O 2.2202 -0.8651 0.3107
N 0.9512 -1.2362 0.5602
H -2.9297 1.1618 0.7666
H -1.6807 -1.5186 1.0966
H 0.6055 1.5992 -1.1177
H 3.2113 0.6710 -0.6204
*
```

Its structure (SMILES) is N=[S@@H](=O)c1ccon1. The relative energy (zero: lowest compared OMol25 entry of this formula, charge and spin) is 111.88 kcal/mol. The HOMO energy is -10.4 eV. As for the gap between HOMO and LUMO: 11.05 eV. The total energy is -21081.9803 eV.